C7H12 | ωB97M-V with the def2-TZVPD basis set

```
19
Properties=species:S:1:pos:R:3:forces:R:3:lowdin_charge:R:1
C -1.16155 1.84454 1.02629 0.559 0.117 -0.024 -0.07
C -0.90081 0.87401 -0.08865 -1.241 -0.152 -1.884 -0.34
C -1.66986 0.86809 -1.20589 0.783 0.059 1.023 0.06
C 0.02231 -1.39160 -0.48944 0.469 1.391 1.088 -0.12
C 0.20996 -0.10121 -0.10137 -0.291 -0.599 2.377 -0.26
C 1.36050 0.33964 0.81420 0.864 -0.511 -1.514 -0.06
C 1.16807 -2.30714 -0.70449 0.245 -0.792 -0.949 -0.10
H -1.62146 1.31392 1.86433 0.038 0.224 0.076 0.09
H -1.78432 2.67722 0.70164 -0.305 -0.264 -0.032 0.08
H -0.23720 2.31930 1.36237 -0.005 -0.204 0.200 0.07
H -1.39991 0.12189 -1.93741 -0.276 0.231 -0.430 0.05
H -2.46996 1.57656 -1.38482 -0.074 -0.170 0.057 0.06
H -1.00135 -1.74646 -0.45882 0.005 -0.100 -0.950 0.11
H 1.05706 0.33755 1.85792 -0.339 0.301 -0.025 0.08
H 1.75131 1.30728 0.49836 -0.036 0.173 0.357 0.08
H 2.20548 -0.35088 0.77445 -0.087 0.056 -0.073 0.06
H 1.07432 -3.32010 -0.29985 -0.060 0.280 0.401 0.07
H 2.12552 -1.85890 -0.44584 -0.100 -0.136 0.282 0.06
H 1.27189 -2.50370 -1.78299 -0.150 0.097 0.022 0.08
```
Positions in Å, forces in eV/Å.

Energy above the lowest of the compared OMol25 structures with the same formula, charge and spin: 1.4391 eV
Net charge: 0
Max |F|: 2.468 eV Å⁻¹
Lowest unoccupied orbital energy: 1.00 eV
HOMO: -8.17 eV
SMILES: C=C(C)/C(C)=C/C
Gap between HOMO and LUMO: 0.33700 Eh